1.
Formula: C13H19Cl6F6NO5
Source: the Open Molecules 2025 dataset
Level of theory: ωB97M-V with the def2-TZVPD basis set

Geometry as ORCA input:
```
! RIJCOSX wB97M-V def2-TZVPD def2/J DEFGRID3
* xyz 0 1
C -0.8528 3.1065 0.1511
O -1.5987 2.7655 1.0572
N 0.3322 2.5269 -0.1092
C 1.1682 2.9656 -1.1987
C 0.8738 1.4950 0.7503
H -1.1070 3.9131 -0.5493
H 0.8607 3.9382 -1.5722
H 1.1825 2.2145 -1.9942
H 2.2026 3.0659 -0.8564
H 1.3905 0.7667 0.1306
H 1.6407 1.9188 1.4110
H 0.0981 1.0700 1.3756
C -0.5357 0.6598 -2.9845
C -1.2417 0.1127 -1.7496
O -1.9042 -1.1211 -2.0757
C -3.1297 -1.0843 -2.5379
O -3.7608 -0.1028 -2.7987
C -3.6574 -2.4946 -2.8738
F -4.8781 -2.6511 -2.3771
F -3.7276 -2.6151 -4.2159
F -2.8680 -3.4638 -2.4163
H -1.2828 0.8626 -3.7516
H 0.1064 -0.1278 -3.3874
H 0.0316 1.5572 -2.7581
H -1.9969 0.8275 -1.4098
H -0.5770 -0.0609 -0.9070
C 2.0042 -3.3994 -0.9292
C 1.9367 -2.9459 0.5197
O 3.0250 -2.1121 0.9522
C 4.2323 -2.6332 1.0731
O 4.5879 -3.7277 0.7512
C 5.1868 -1.5600 1.6289
F 4.5697 -0.7428 2.4945
F 6.2297 -2.1031 2.1970
F 5.6015 -0.7962 0.5977
H 1.4464 -4.3114 -1.1140
H 3.0508 -3.5773 -1.1893
H 1.6973 -2.6483 -1.6640
H 1.9017 -3.8389 1.1472
H 1.0469 -2.3491 0.7156
C -1.7608 3.7321 4.0331
Cl -2.2335 2.1150 4.5939
Cl -0.0312 3.9759 4.1299
Cl -2.6243 4.9797 4.9363
H -2.0921 3.7793 3.0047
C -2.8500 -0.2785 1.9773
Cl -3.8353 0.1482 0.5860
Cl -1.6979 -1.5547 1.5593
Cl -3.8415 -0.8063 3.3483
H -2.3193 0.6101 2.2981
*
```

Calculated values
* SMILES: CCOC(=O)C(F)(F)F.CCOC(=O)C(F)(F)F.ClC(Cl)Cl.ClC(Cl)Cl.CN(C)C=O
* maximum force: 1.33 eV/Å
* highest occupied orbital energy: -0.374 Eh
* energy: -116956.872 eV
* frontier orbital gap: 10.4 eV

2.
Formula: C8H15N2
Source: the Open Molecules 2025 dataset
Level of theory: ωB97M-V with the def2-TZVPD basis set

Geometry as ORCA input:
```
! RIJCOSX wB97M-V def2-TZVPD def2/J DEFGRID3
* xyz 1 1
C -1.7081 -1.0384 -0.7341
C -1.6868 0.9852 0.8550
C 0.5967 1.0493 1.8180
C -1.2242 0.3962 -0.4731
C 1.3163 0.4758 0.6154
C -0.3657 -1.6643 -0.2785
C 0.0060 -0.1837 0.2456
C 1.8179 1.4768 -0.4217
N -0.6293 0.2519 1.5618
N 0.5845 -2.0089 -1.3457
H -2.3603 -1.3788 -0.0046
H -1.9438 -1.2369 -1.8594
H -1.5923 2.0518 1.1406
H -2.7091 0.6414 1.2580
H 0.8512 0.9344 2.8644
H 0.4930 2.0573 1.6638
H -1.2874 1.1051 -1.3026
H 2.1243 -0.1171 0.9549
H -0.3294 -2.5595 0.3844
H 2.4326 2.2589 0.1826
H 0.9732 1.9526 -1.0418
H 2.4319 1.0088 -1.1672
H 1.4921 -2.0356 -1.0957
H 0.3435 -1.4778 -2.1270
H 0.3733 -2.9444 -1.6933
*
```

Calculated values
* SMILES: C[C@H]1CN2C[C@@H]3C[C@@H]([NH3+])[C@]312
* maximum force: 4.90 eV/Å
* highest occupied orbital energy: -0.451 Eh
* energy: -11508.975 eV
* frontier orbital gap: 8.7 eV

3.
Formula: C3H8OS
Source: the Open Molecules 2025 dataset
Level of theory: ωB97M-V with the def2-TZVPD basis set

Geometry as ORCA input:
```
! RIJCOSX wB97M-V def2-TZVPD def2/J DEFGRID3
* xyz 0 1
C 1.7845 0.8024 0.1464
C 0.1835 -1.5080 0.7876
C -0.6624 -0.1811 -1.3682
O -1.4674 0.8000 0.8335
S -0.0050 0.0895 0.2900
H 1.8759 1.8023 -0.1709
H 2.1712 0.6989 1.1911
H -0.7296 -1.9579 0.6455
H 0.9127 -1.6797 1.5971
H -1.3192 0.7398 -1.5231
H 0.2569 -0.2809 -1.9466
H -1.2534 -1.0539 -1.2143
H -1.7477 1.7286 0.7318
*
```

Calculated values
* SMILES: C=S(=C)(C)O
* maximum force: 3.70 eV/Å
* highest occupied orbital energy: -0.276 Eh
* energy: -16117.136 eV
* frontier orbital gap: 7.9 eV

4.
Formula: C32H34As2N3Rh
Source: the Open Molecules 2025 dataset
Level of theory: ωB97M-V with the def2-TZVPD basis set

Geometry as ORCA input:
```
! RIJCOSX wB97M-V def2-TZVPD def2/J DEFGRID3
* xyz 2 1
Rh 1.5844 -1.6324 -0.4564
C 3.5764 0.3172 -3.7660
C 2.8565 1.4990 -3.8604
C 1.9041 1.7677 -2.8988
C 1.6564 0.8456 -1.8773
N 2.3119 -0.3387 -1.8515
C 3.2700 -0.5685 -2.7502
C 0.7189 1.0894 -0.7717
C 0.0756 2.3084 -0.6732
C -0.9019 2.6441 0.3577
C -1.0766 0.9672 1.6976
C -0.1685 -0.1008 1.1954
N 0.6184 0.0248 0.0753
C -0.0520 -1.3535 1.8527
C -0.7854 -1.7284 3.0034
C -0.5183 -2.9113 3.6429
C 0.5101 -3.7253 3.1579
C 1.1670 -3.3419 2.0074
N 0.8753 -2.2298 1.3351
H 4.3501 0.0769 -4.4733
H 3.0400 2.2002 -4.6584
H 1.3570 2.6928 -2.9457
H 3.8177 -1.4977 -2.6685
H 0.2844 3.0838 -1.3907
H -1.3011 3.6463 0.2148
H -1.6039 0.6642 2.5997
H -1.5598 -1.0823 3.3799
H -1.0800 -3.2033 4.5150
H 0.7858 -4.6397 3.6541
H 1.9584 -3.9621 1.6068
C -4.2848 -0.1439 -0.7802
As -2.3339 0.1132 -0.8658
C -2.2755 1.0936 -2.5723
C -1.9895 1.5426 0.5861
C -3.2452 2.1223 1.1046
C -3.3782 2.9168 2.1848
C -2.3165 3.4536 2.9833
C -0.9987 3.2473 2.8008
C -0.3869 2.3473 1.8056
As 1.6371 2.1157 2.1561
C 1.9311 2.9805 3.8972
C 2.5647 3.4619 1.0622
H -4.8179 0.7193 -1.1796
H -4.6223 -0.3536 0.2351
H -4.5316 -1.0109 -1.3964
H -2.7947 2.0498 -2.5035
H -2.7783 0.4764 -3.3183
H -1.2492 1.2610 -2.8960
H -4.1452 1.9005 0.5513
H -4.3741 3.2521 2.4495
H -2.6186 4.1444 3.7605
H -0.3219 3.8082 3.4281
H 1.8669 4.0662 3.8041
H 2.9436 2.7266 4.2174
H 1.2411 2.6245 4.6624
H 2.0864 4.4379 1.1465
H 2.6197 3.1762 0.0137
H 3.5823 3.5360 1.4503
C 2.5279 -3.4482 -1.1003
C 1.2111 -3.6420 -1.6359
C 0.8079 -3.0506 -2.8739
C -0.4724 -3.2227 -3.3522
C -1.3936 -3.9947 -2.6506
C -1.0136 -4.6250 -1.4680
C 0.2518 -4.4533 -0.9625
H 3.3291 -3.2696 -1.8095
H 2.8349 -4.1365 -0.3203
H 1.5388 -2.5369 -3.4844
H -0.7567 -2.7882 -4.2989
H -2.3878 -4.1377 -3.0418
H -1.7114 -5.2734 -0.9615
H 0.5538 -4.9983 -0.0812
*
```

Calculated values
* maximum force: 4.68 eV/Å
* highest occupied orbital energy (spin up / spin down): -0.475 / -0.475 Eh
* energy: -162873.545 eV
* frontier orbital gap (spin up / spin down): 4.8 / 4.8 eV

5.
Formula: C31H32KN6O3
Source: the Open Molecules 2025 dataset
Level of theory: ωB97M-V with the def2-TZVPD basis set

Geometry as ORCA input:
```
! RIJCOSX wB97M-V def2-TZVPD def2/J DEFGRID3
* xyz -1 1
K 0.0976 -1.1825 -0.4188
O 5.0840 3.3245 3.6208
C 4.2133 2.3685 4.2157
C 3.3653 1.6828 3.1842
C 2.3134 0.8479 3.6264
C 1.5726 0.2033 2.6554
N 1.7560 0.3178 1.3441
C 2.7635 1.1343 0.8990
C 3.5854 1.8199 1.8446
C 2.9414 1.2792 -0.5092
C 3.9329 2.1374 -1.0739
C 4.0524 2.2809 -2.4290
C 5.0772 3.2071 -3.0137
O 4.4857 4.3208 -3.6953
C 3.1697 1.5670 -3.2751
C 2.2435 0.7428 -2.6612
N 2.1106 0.5754 -1.3509
H 5.7305 3.5883 4.2802
H 3.5556 2.8569 4.9460
H 4.7947 1.6104 4.7560
H 2.0995 0.7095 4.6788
H 0.7582 -0.4558 2.9547
H 4.3915 2.4625 1.5257
H 4.6110 2.6922 -0.4384
H 5.6799 2.6940 -3.7666
H 5.7475 3.5623 -2.2234
H 3.7015 4.5633 -3.1916
H 3.2216 1.6583 -4.3518
H 1.5495 0.1622 -3.2687
C -3.6833 -1.5749 2.7883
C -4.2334 -2.8612 2.6041
C -3.5846 -3.7728 1.8199
C -2.3508 -3.4344 1.1812
N -1.8521 -2.1590 1.3326
C -2.5018 -1.3090 2.1141
C -1.6060 -4.3721 0.3966
C -2.0314 -5.7257 0.2269
C -1.2806 -6.6058 -0.5008
C -0.0767 -6.1727 -1.0907
C 0.2677 -4.8462 -0.8932
N -0.4325 -3.9602 -0.1975
H -4.1597 -0.8300 3.4106
H -5.1676 -3.1295 3.0857
H -4.0190 -4.7541 1.6926
H -2.0459 -0.3240 2.2105
H -2.9490 -6.0717 0.6807
H -1.6103 -7.6321 -0.6197
H 0.5502 -6.8345 -1.6717
H 1.1870 -4.4656 -1.3369
C -1.7167 0.6339 -4.5563
C -1.9765 -0.1018 -3.2613
O -1.1852 -0.9186 -2.8240
N -3.1368 0.2200 -2.6323
C -3.4586 -0.2078 -1.2732
C -3.0626 0.8405 -0.2812
C -3.9151 1.4560 0.5460
C -3.4211 2.3142 1.6127
C -2.1078 2.4962 1.7814
C -1.1311 1.9421 0.8265
N -1.6684 1.0642 -0.2606
H -1.2897 -0.0619 -5.2749
H -0.9809 1.4172 -4.3687
H -2.6190 1.0822 -4.9721
H -3.6662 0.9951 -2.9940
H -2.9019 -1.1236 -1.0703
H -4.5259 -0.4196 -1.2142
H -4.9664 1.1998 0.5110
H -4.1273 2.7235 2.3239
H -1.7186 3.0242 2.6430
H -0.1816 1.6047 1.2269
C -1.1517 2.3892 -0.5843
H -1.8835 3.1494 -0.8404
H -0.2335 2.3852 -1.1606
*
```

Calculated values
* maximum force: 0.23 eV/Å
* highest occupied orbital energy (spin up / spin down): -0.067 / -0.058 Eh
* energy: -64074.731 eV
* frontier orbital gap (spin up / spin down): 4.0 / 3.8 eV

6.
Formula: C31H34N7O3S2
Source: the Open Molecules 2025 dataset
Level of theory: ωB97M-V with the def2-TZVPD basis set

Geometry as ORCA input:
```
! RIJCOSX wB97M-V def2-TZVPD def2/J DEFGRID3
* xyz -1 1
C -3.2013 -4.0033 -4.2702
S -3.1748 -2.2197 -4.3847
O -3.9358 -1.7876 -5.5622
O -1.7468 -1.8331 -4.4648
C -3.9314 -1.7104 -2.9167
C -4.1134 -0.1833 -2.9982
C -3.9394 0.5603 -1.6578
S -4.3421 -0.4617 -0.1934
C -3.5861 0.5743 1.0119
N -4.1530 1.4278 1.8707
N -3.1105 1.9816 2.5947
C -1.9944 1.4297 2.1238
O -2.2269 0.5417 1.1400
H -4.1973 -4.3568 -4.5359
H -2.4051 -4.4263 -4.8870
H -3.0033 -4.2315 -3.2184
H -3.2089 -1.9974 -2.1416
H -5.0852 0.0974 -3.4249
H -3.3576 0.2590 -3.6722
H -4.6135 1.4250 -1.6336
H -2.9138 0.9303 -1.5622
H -0.9775 1.6049 2.4548
N 0.7611 -0.1566 2.4877
C 1.9244 0.1814 1.9301
C 3.1567 -0.1538 2.4731
C 3.1821 -0.8837 3.6516
C 1.9801 -1.2354 4.2449
C 0.8025 -0.8448 3.6275
H 1.8630 0.7444 1.0033
H 4.0699 0.1414 1.9740
H 4.1234 -1.1817 4.0971
H 1.9539 -1.8165 5.1565
H -0.1598 -1.1105 4.0529
N 2.3474 2.4391 -0.8757
C 2.3745 3.7438 -0.6033
C 2.8577 4.6947 -1.4888
C 3.3399 4.2709 -2.7165
C 3.3143 2.9175 -3.0137
C 2.8074 2.0464 -2.0623
H 1.9816 4.0351 0.3621
H 2.8502 5.7406 -1.2208
H 3.7237 4.9848 -3.4348
H 3.6733 2.5433 -3.9626
H 2.7607 0.9806 -2.2581
N -0.3642 -3.8743 -2.5787
C 0.4803 -2.8522 -2.6877
C 1.8095 -2.9238 -2.2809
C 2.2798 -4.1076 -1.7382
C 1.4063 -5.1789 -1.6204
C 0.1003 -5.0068 -2.0542
H 0.0641 -1.9534 -3.1287
H 2.4581 -2.0649 -2.3921
H 3.3090 -4.1971 -1.4108
H 1.7282 -6.1235 -1.2013
H -0.6155 -5.8214 -1.9857
N 1.1913 -4.7326 3.9796
C 1.2006 -4.1388 2.7857
C 0.3013 -4.4284 1.7714
C -0.6609 -5.3966 2.0037
C -0.6825 -6.0310 3.2362
C 0.2596 -5.6630 4.1847
H 1.9641 -3.3844 2.6400
H 0.3504 -3.9027 0.8287
H -1.3841 -5.6475 1.2378
H -1.4174 -6.7921 3.4618
H 0.2702 -6.1323 5.1630
N 0.9621 6.3555 1.1072
C 0.0039 6.3158 2.0321
C -0.5884 7.4456 2.5760
C -0.1608 8.6881 2.1396
C 0.8362 8.7491 1.1792
C 1.3597 7.5596 0.6974
H -0.3057 5.3254 2.3474
H -1.3663 7.3484 3.3206
H -0.5982 9.5941 2.5393
H 1.2006 9.6974 0.8081
H 2.1382 7.5721 -0.0571
*
```

Calculated values
* maximum force: 2.43 eV/Å
* highest occupied orbital energy: -0.110 Eh
* energy: -70939.749 eV
* frontier orbital gap: 5.1 eV

7.
Formula: C5H34N2O9
Source: the Open Molecules 2025 dataset
Level of theory: ωB97M-V with the def2-TZVPD basis set

Geometry as ORCA input:
```
! RIJCOSX wB97M-V def2-TZVPD def2/J DEFGRID3
* xyz 2 1
C -2.5992 1.0804 -2.5473
C -1.1658 1.5742 -2.4684
C -0.6074 2.3525 -1.2529
C -0.7187 1.6052 0.0736
C 0.0310 2.1632 1.2523
N -0.3585 1.3659 2.5046
N -2.6190 -0.3430 -3.1082
H -3.2145 1.0939 -1.6607
H -3.0118 1.6869 -3.3512
H -0.4073 0.7999 -2.6516
H -0.8935 2.2970 -3.2403
H 0.4169 2.6110 -1.5122
H -1.1587 3.2973 -1.1825
H -0.2329 0.6417 -0.1348
H -1.7737 1.5018 0.3204
H 1.1068 2.0206 1.2162
H -0.1697 3.1950 1.5282
H 0.4971 1.0815 3.0229
H -0.6964 0.4401 2.2320
H -1.0474 1.8612 3.0375
H -3.2062 -0.4239 -3.9302
H -2.9495 -0.9320 -2.3318
H -1.6245 -0.5653 -3.2415
H -3.4731 -0.2787 3.7532
H -3.6613 1.1709 3.4883
O -2.9539 0.5188 3.5872
H 3.1012 -1.5900 -2.9709
H 2.3801 -1.4026 -4.3920
O 2.3169 -1.2994 -3.4404
H -3.8339 -2.3231 -0.4925
H -2.3978 -2.0085 -0.0379
O -3.0996 -1.7125 -0.6210
H 0.2227 -1.5785 -1.8325
H -0.5202 -2.6210 -2.8015
O -0.6030 -1.8434 -2.2450
H 1.1841 -0.6855 3.7614
H 1.9493 0.2368 4.6550
O 1.7355 0.1242 3.7153
H 4.0767 0.3289 1.1337
H 3.7483 -0.0588 2.6301
O 3.6844 -0.3302 1.7132
H 2.7463 0.1037 -0.5921
H 2.7090 0.7030 -2.0159
O 2.6518 0.9200 -1.0788
H 0.9429 -1.8474 1.9102
H 0.7904 -2.8488 3.0612
O 0.4231 -2.0388 2.7017
H 2.9911 -1.5727 0.9139
H 2.7660 -2.8132 0.0516
O 2.3714 -1.9586 0.2651
*
```

Calculated values
* maximum force: 2.44 eV/Å
* highest occupied orbital energy: -0.611 Eh
* energy: -27131.584 eV
* frontier orbital gap: 11.6 eV

8.
Formula: C35H50BrCaCl4F3KN6O9P
Source: the Open Molecules 2025 dataset
Level of theory: ωB97M-V with the def2-TZVPD basis set

Geometry as ORCA input:
```
! RIJCOSX wB97M-V def2-TZVPD def2/J DEFGRID3
* xyz 0 1
C -1.6383 -2.2603 2.5010
O -0.9188 -2.1265 3.6888
C 0.4684 -2.2262 3.4283
C 1.2644 -2.3928 4.7105
C 2.4969 -3.3257 4.5183
C 3.8313 -2.5963 4.5989
N 4.5597 -2.3733 3.2495
P 6.2486 -2.0292 3.7527
N 7.1306 -1.6144 2.5504
O 6.2495 -0.9121 4.8798
O 6.8504 -3.3514 4.4037
C 4.6886 -3.6170 2.4239
C 3.6613 -3.7866 1.2780
N 3.0207 -2.5648 0.8165
C 3.8724 -1.3976 0.9655
C 5.1369 -1.4029 0.1036
C 4.7663 -1.2123 -1.3795
O 4.2420 -0.2459 -1.7808
C 4.1331 -1.1488 2.4736
F 3.0094 -0.5991 2.9819
H -1.0199 -2.0339 1.6225
H -2.0378 -3.2748 2.4185
H -2.4181 -1.5040 2.5282
H 0.6258 -3.0172 2.6773
H 0.7847 -1.2756 2.9573
H 0.5696 -2.7836 5.4482
H 1.5895 -1.4121 5.0435
H 2.4601 -4.0242 5.3564
H 2.3251 -3.9298 3.6250
H 4.5543 -3.2401 5.2455
H 3.7035 -1.6832 5.1712
H 7.8893 -2.2704 2.4270
H 6.5518 -0.1056 4.4315
H 7.7072 -3.1467 4.8018
H 4.5622 -4.4566 3.1075
H 5.6817 -3.7251 1.9946
H 4.1659 -4.2771 0.4407
H 2.8628 -4.4641 1.5810
H 2.1087 -2.4161 1.2240
H 3.2729 -0.5510 0.6224
H 5.7224 -2.3150 0.2078
H 5.7609 -0.5497 0.3685
H 4.9641 -2.0174 -2.1130
H 4.8801 -0.3528 2.5503
O -5.0019 -6.0616 1.0054
C -3.6965 -6.0501 1.4701
C -2.7530 -5.2926 0.4423
O -1.5366 -5.2681 0.8292
H -3.2195 -7.0269 1.6261
H -3.5196 -5.5522 2.4337
H -3.2510 -4.2710 0.2819
H -2.9505 -5.7947 -0.5694
Ca -4.9664 -5.0330 -0.8421
C -1.2586 -0.9766 6.5232
O -2.1611 -0.2036 6.1728
O -0.0614 -0.6264 6.7456
O -1.4080 -2.2158 6.7117
C -0.1471 2.4503 6.3392
C -0.9370 3.6865 6.4171
N -1.5443 4.6353 6.4787
H 0.3921 2.2979 7.2713
H -0.8020 1.5970 6.1684
H 0.5678 2.5219 5.5209
C 3.6714 1.9369 -5.0034
Cl 2.3866 1.5307 -6.1575
Cl 4.5273 3.3780 -5.5594
Cl 2.9513 2.2434 -3.4288
Cl 4.7861 0.5854 -4.8901
C -7.6347 3.8643 -8.3461
N -6.4393 3.9195 -7.5143
C -5.2080 4.1101 -8.1151
C -4.0806 4.2070 -7.3737
C -4.1364 4.1228 -5.9527
C -5.4220 3.9018 -5.3705
C -6.5276 3.8037 -6.1467
C -2.9721 4.2762 -5.1269
C -2.9199 5.2579 -4.1078
C -1.8257 5.3582 -3.2939
N -0.7746 4.5219 -3.4440
C -0.7718 3.5838 -4.4235
C -1.8353 3.4426 -5.2655
C 0.3630 4.6153 -2.5218
H -7.5150 3.0662 -9.0807
H -7.7550 4.8278 -8.8452
H -8.5027 3.6640 -7.7251
H -5.1944 4.1902 -9.1921
H -3.1404 4.3749 -7.8820
H -5.5337 3.8077 -4.2978
H -7.5077 3.6411 -5.7225
H -3.7425 5.9430 -3.9572
H -1.7630 6.0910 -2.5015
H 0.1028 2.9507 -4.4906
H -1.8025 2.6680 -6.0208
H 1.2723 4.7788 -3.1074
H 0.4169 3.6869 -1.9663
H 0.2070 5.4379 -1.8333
F -4.7546 -0.8732 -1.6421
C -3.6241 -0.1678 -1.4423
C -2.4160 -0.7278 -1.8104
C -1.2466 -0.0144 -1.6066
C -1.2913 1.2464 -1.0272
C -2.5097 1.7965 -0.6572
C -3.6896 1.0858 -0.8718
H -2.3956 -1.7159 -2.2507
H -0.2969 -0.4423 -1.8972
H -0.3753 1.7980 -0.8642
H -2.5431 2.7831 -0.1988
H -4.6565 1.5018 -0.5969
F -0.9837 4.7846 -0.2869
K -3.6995 1.9955 1.6708
Br 4.7172 -3.6454 7.2172
*
```

Calculated values
* maximum force: 3.25 eV/Å
* highest occupied orbital energy: -0.165 Eh
* energy: -236798.097 eV
* frontier orbital gap: 1.0 eV